Record 1
The following is a DFT calculation (ωB97M-V with the def2-TZVPD basis set) of a molecular structure, C24H63HgO22S7 in a non-equilibrium geometry.

The geometry in XYZ format:
```
117
Properties=species:S:1:pos:R:3:forces:R:3
Hg -0.45693 0.12450 0.38806 0.0 0.4 1.5
C -0.12321 1.18016 4.86928 0.1 0.0 1.2
C -1.06241 1.11644 3.68495 -1.4 -0.1 -1.1
C -1.68077 2.46687 3.34877 0.2 1.0 -0.1
O -0.49350 0.59501 2.53557 1.1 -0.8 -0.2
H 0.57069 0.34488 4.99760 0.3 0.1 -0.9
H -0.66625 1.05448 5.81582 -0.4 0.5 -0.2
H 0.38719 2.14472 4.93456 0.3 -0.2 -0.1
H -1.94104 0.53436 4.02736 0.1 -0.5 -0.2
H -2.17715 2.96864 4.18616 0.0 -0.1 0.1
H -2.39512 2.39072 2.52407 -0.1 -0.4 0.1
H -0.91822 3.15013 2.95142 0.2 -0.1 0.2
O 0.58233 -0.13346 -3.94774 0.2 0.8 0.5
S 1.12867 0.78354 -2.98049 0.6 -0.6 -0.5
O 0.56651 0.86052 -1.65637 0.6 0.3 -1.1
O 2.69237 0.40031 -2.78308 -1.1 0.2 0.6
C 3.42141 -0.02657 -3.96122 0.0 0.6 -0.1
C 4.88296 0.20194 -3.69357 0.4 -0.4 0.5
C 1.25916 2.44028 -3.65013 0.0 0.0 0.4
H 3.10406 0.64831 -4.76025 0.0 -0.4 -0.3
H 3.18018 -1.05824 -4.20701 -0.1 0.1 0.1
H 5.09350 1.26206 -3.56658 0.1 0.1 -0.3
H 5.48130 -0.24943 -4.48546 0.0 0.4 -0.2
H 5.24239 -0.28573 -2.78340 -0.4 -0.1 0.1
H 0.30949 2.75579 -4.07443 -0.1 -0.2 0.0
H 2.07019 2.52230 -4.37009 -0.1 -0.4 -0.2
H 1.50924 3.08952 -2.81734 -0.1 0.0 0.2
O -1.53273 2.09589 -0.39172 -0.4 0.7 -0.6
S -2.27928 2.95475 -1.26693 -0.9 0.9 -0.9
O -1.78427 3.40217 -2.55517 0.1 -0.5 1.3
O -3.66973 2.22485 -1.53482 0.7 -0.3 0.5
C -4.45943 2.63069 -2.66334 -0.2 0.4 -0.9
C -5.77521 1.86656 -2.55287 1.0 0.7 0.6
C -2.84741 4.35144 -0.28941 0.8 -0.3 -0.4
H -3.91245 2.47279 -3.59429 0.0 -0.5 0.2
H -4.59868 3.71798 -2.65569 -0.2 -0.1 0.3
H -5.55515 0.80844 -2.42396 -0.2 -0.1 -0.3
H -6.40935 2.08113 -3.40697 -0.1 -0.2 0.0
H -6.21356 2.23651 -1.62347 -0.5 -0.2 -0.2
H -2.05950 5.10372 -0.29024 0.2 -0.2 0.1
H -3.00206 3.94332 0.70542 -0.2 0.2 0.0
H -3.71977 4.79977 -0.75648 -0.2 -0.2 0.1
O -0.59955 -2.11063 1.33231 -0.3 -1.1 0.6
S -0.56461 -3.21701 2.26370 0.2 -0.5 -0.4
O -1.26026 -4.44222 1.92898 0.1 1.0 0.1
O 0.98165 -3.60005 2.46893 -0.9 0.2 1.2
C 1.65470 -4.20521 1.39716 1.1 -0.5 -2.4
C 3.05256 -4.70636 1.72109 0.4 -0.2 0.8
C -0.97649 -2.72710 3.92852 0.5 -0.5 -0.7
H 1.80480 -3.47628 0.58895 -0.3 0.3 0.3
H 1.11001 -5.01142 0.89199 -0.5 0.0 0.6
H 3.55529 -4.07035 2.45082 0.0 0.2 -0.2
H 3.63464 -4.71694 0.79953 0.0 0.2 0.0
H 3.15203 -5.71881 2.11946 -0.6 0.0 0.1
H -0.27734 -1.94850 4.22397 -0.1 0.1 0.0
H -0.85959 -3.65727 4.48185 0.0 0.2 0.3
H -2.01083 -2.39602 3.94628 0.0 0.1 -0.2
O 0.69124 4.48736 -0.02206 -0.1 0.3 -0.3
S 1.69665 3.58929 0.43555 1.3 -0.8 1.0
O 1.35682 2.21631 0.71203 0.7 1.1 -0.3
O 2.94505 3.53752 -0.62423 -1.2 -0.3 0.7
C 3.66155 4.75839 -0.82750 0.4 1.1 -0.6
C 4.11445 4.86871 -2.27598 0.0 -0.7 0.6
C 2.53746 4.32719 1.89085 -1.5 -0.3 -1.0
H 4.55764 4.75992 -0.20074 -0.2 -0.2 0.2
H 3.06850 5.64186 -0.57552 -0.2 -0.2 0.1
H 3.31497 5.07202 -2.98434 -0.1 0.1 0.1
H 4.54567 3.89336 -2.50722 0.3 0.2 -0.4
H 4.87457 5.64657 -2.31508 0.0 0.0 -0.3
H 2.77244 5.35207 1.61977 0.5 -0.1 0.0
H 3.35053 3.67929 2.19436 0.1 0.2 0.0
H 1.74293 4.38827 2.63449 0.1 -0.3 0.2
O -0.72038 -1.60574 -1.34466 -0.4 -0.5 -0.8
S -1.61490 -2.40345 -2.16190 0.2 -1.1 -0.1
O -2.85542 -1.86992 -2.61487 0.3 0.1 0.0
O -0.85073 -2.94139 -3.47833 -0.2 0.8 0.9
C 0.55024 -3.21236 -3.33719 1.2 -0.5 0.0
C 1.20878 -3.20347 -4.70832 -0.2 0.5 -0.2
C -1.89924 -3.99272 -1.38515 -0.6 0.2 0.2
H 0.73358 -4.18257 -2.86040 -0.5 -0.2 -0.2
H 1.02897 -2.53261 -2.62978 -0.2 0.5 -0.4
H 0.91851 -2.32221 -5.28304 -0.1 0.1 0.2
H 0.95785 -4.06331 -5.32660 0.0 -0.2 0.2
H 2.29237 -3.14226 -4.60335 0.0 -0.3 0.1
H -1.00816 -4.43289 -0.94859 0.2 0.2 -0.2
H -2.34932 -4.63409 -2.14092 0.2 0.0 -0.2
H -2.63994 -3.89729 -0.59531 0.1 0.4 0.1
O -3.65262 -1.49569 2.34033 -0.1 0.5 -0.6
S -3.90522 -0.89636 1.05385 -0.7 -1.0 0.2
O -2.81870 -0.29153 0.32840 -1.3 -0.5 -0.1
O -4.56317 -2.04373 0.08639 1.4 1.8 0.7
C -5.57918 -2.87577 0.65367 -0.4 -1.5 -0.8
C -5.03787 -4.11544 1.37078 0.1 0.7 0.2
C -5.29309 0.24950 1.19773 0.7 -0.5 -0.3
H -6.06589 -3.24238 -0.25726 -0.2 0.2 0.2
H -6.32874 -2.29653 1.19335 0.2 -0.1 0.3
H -5.87818 -4.73792 1.67681 0.0 0.0 0.1
H -4.42788 -3.83965 2.22865 -0.2 -0.1 0.1
H -4.39450 -4.70966 0.72434 -0.1 0.1 -0.2
H -6.05892 -0.29011 1.74511 -0.1 0.2 0.1
H -5.61467 0.50537 0.19139 0.0 0.0 0.0
H -4.96598 1.13579 1.73503 0.1 -0.1 0.1
O 3.84999 -1.79712 -0.58301 -0.6 0.0 0.4
S 3.25337 -0.90339 0.36262 0.9 0.2 1.7
O 1.83350 -0.62458 0.34902 1.5 -0.3 -0.3
O 3.59200 -1.47496 1.86994 0.2 0.4 -1.9
C 3.30406 -0.60946 2.96765 -0.9 0.4 1.6
C 2.90339 -1.50904 4.12756 0.0 0.0 0.4
C 4.26230 0.58993 0.41516 -0.6 -0.1 -0.1
H 2.51921 0.12322 2.74869 -0.3 -0.4 -0.3
H 4.14540 -0.00900 3.33153 0.5 -0.3 -0.7
H 2.09413 -2.18481 3.86631 0.2 -0.1 -0.2
H 2.57251 -0.96517 5.01569 0.1 0.4 -0.2
H 3.77532 -2.07314 4.46389 -0.1 -0.2 -0.2
H 4.30805 0.98204 -0.59669 -0.3 0.2 0.0
H 5.27733 0.40572 0.76149 -0.1 -0.6 0.0
H 3.76592 1.24413 1.12560 -0.1 0.3 -0.3
```
Forces are in eV/Å.

Calculated values
charge	+1
LUMO energy	-1.695	eV
maximum force	2.738	eV Å⁻¹
relative energy (zero: lowest compared OMol25 entry of this formula, charge and spin)	0.0	kcal per mole
orbital gap	8.102	eV
E_HOMO	-9.80	eV
molecular weight	1128.81	g/mol
multiplicity	1

***

Record 2
The following is a DFT calculation (ωB97M-V with the def2-TZVPD basis set) of 6 unconnected molecules or ions with the total composition C24H63N3O12 in a non-equilibrium geometry.

The geometry in XYZ format:
```
102
Properties=species:S:1:pos:R:3:forces:R:3
C -7.31006 -1.99431 -1.31023 -1.9 -0.9 -1.2
O -6.50006 -1.24518 -0.49502 3.2 0.8 -1.0
C -5.11447 -1.24737 -1.04769 -0.7 -0.8 4.0
C -4.87085 -0.26042 -2.14549 -1.4 -0.6 -0.3
N -4.64427 -0.96514 -3.36302 1.5 1.7 -0.7
C -3.35715 -1.58896 -3.64930 -0.7 -1.1 0.6
C -2.14781 -0.67223 -3.41086 1.7 0.1 -1.1
O -1.04741 -1.36996 -2.85369 -3.3 -1.3 0.6
C 0.19011 -0.98434 -3.33665 0.3 1.6 0.3
H -7.27155 -3.07830 -1.20261 0.4 -0.2 0.6
H -7.14500 -1.85981 -2.37924 0.4 0.4 -0.5
H -8.35918 -1.72074 -1.19798 0.1 0.2 0.5
H -4.80836 -2.28860 -1.14884 0.0 0.0 -0.8
H -4.44559 -0.87364 -0.27244 -0.6 -0.2 0.7
H -4.06186 0.42149 -1.88353 0.2 -0.2 -0.2
H -5.81329 0.28711 -2.13460 0.1 0.4 -0.8
H -5.05682 -0.47202 -4.14195 -0.6 -0.5 -0.6
H -3.32472 -1.98461 -4.66444 -0.4 0.3 0.0
H -3.23674 -2.48436 -3.03950 0.0 0.0 0.5
H -2.31933 0.28411 -2.91680 -0.3 -0.1 0.4
H -1.92359 -0.41046 -4.44493 0.5 0.4 -0.1
H 0.31699 -1.25341 -4.38527 0.4 -0.2 0.1
H 0.92053 -1.34581 -2.61281 0.2 -0.2 -0.6
H 0.14849 0.09710 -3.20687 1.0 0.4 -0.5
C 0.12022 3.97121 -1.05578 0.6 0.0 0.2
O -0.91827 4.31469 -0.18350 -0.4 1.8 -2.1
C -0.86140 3.80646 1.06913 1.0 -2.3 1.1
C -1.72721 4.55657 1.97030 -3.5 1.2 2.3
N -2.18584 3.85307 3.24957 2.2 -0.7 -0.2
C -1.05217 3.53919 4.19168 -1.3 1.0 -0.3
C -1.54841 3.21244 5.62912 -1.2 0.9 0.6
O -2.62126 4.15390 6.14235 1.2 -1.0 -2.2
C -3.18450 3.87593 7.41428 0.6 0.3 -0.5
H 0.01388 4.41721 -2.04465 -0.7 -0.1 0.1
H 0.20523 2.88713 -1.13087 0.1 -0.2 -0.2
H 1.06854 4.38000 -0.70694 0.3 -0.2 0.3
H 0.13376 3.74367 1.50937 0.7 0.3 -0.3
H -1.17726 2.76474 1.01297 -0.3 -0.5 0.3
H -2.67752 4.75322 1.47397 -0.1 -0.3 -0.4
H -1.41693 5.59152 2.11424 0.9 0.0 0.4
H -2.83425 4.36106 3.83403 -0.3 0.6 -0.6
H -0.36745 4.38513 4.25218 0.1 0.3 0.1
H -0.46579 2.74462 3.73025 0.0 -0.5 0.5
H -0.71313 3.34734 6.31629 0.1 -0.4 0.0
H -1.95676 2.20379 5.69217 0.0 -0.1 0.0
H -3.78913 2.97101 7.47461 0.2 -0.3 -0.2
H -3.86533 4.71037 7.58246 0.2 0.0 0.3
H -2.36147 3.85731 8.12868 -0.3 -0.1 0.5
C 1.21131 -6.53359 -4.89656 0.3 0.3 -1.5
O 0.96583 -5.14852 -4.66628 0.4 -0.9 1.3
C 0.55057 -4.89356 -3.34336 0.2 1.0 0.2
C 1.53839 -4.92695 -2.15237 0.7 -0.9 -0.2
N 2.62414 -3.97916 -2.18898 0.4 1.9 -0.3
C 3.37185 -3.77741 -0.91927 -0.6 -0.2 -0.4
C 4.41393 -2.59699 -0.97297 -0.8 -1.9 -1.2
O 4.94625 -2.49665 0.30126 -0.4 0.2 1.2
C 6.05810 -1.65701 0.43351 0.2 1.1 0.4
H 1.63306 -6.49886 -5.90106 -0.2 -0.5 -0.1
H 0.29849 -7.12915 -4.90954 -0.3 0.1 0.1
H 1.95258 -7.07579 -4.30951 0.1 0.6 0.7
H -0.32817 -5.48429 -3.08458 0.0 -0.5 0.1
H 0.16388 -3.87547 -3.38888 0.0 0.3 0.1
H 2.08821 -5.86160 -2.04181 -0.7 -0.6 0.0
H 0.89928 -4.75854 -1.28561 -0.2 -0.2 0.5
H 2.16154 -3.08774 -2.29618 0.1 0.5 -0.6
H 3.78715 -4.74077 -0.62337 0.6 0.2 -0.1
H 2.62253 -3.59266 -0.14955 0.0 0.5 0.5
H 3.96138 -1.69914 -1.39388 -0.4 0.4 0.5
H 5.17282 -2.84038 -1.71658 0.4 -0.3 0.0
H 5.82600 -0.60913 0.24335 0.0 0.0 -1.4
H 6.90538 -2.04372 -0.13277 0.1 0.3 0.0
H 6.31597 -1.45189 1.47251 0.1 -1.3 0.4
C 5.08031 3.01421 -0.22994 -1.7 0.3 0.1
C 6.03196 3.91961 -0.89879 1.3 -2.4 -2.9
O 7.16450 4.19268 -0.17005 0.9 1.8 2.8
O 5.64160 1.69319 -0.03577 -0.3 1.8 0.1
H 4.15328 2.94140 -0.79863 0.1 -0.2 -0.7
H 4.70164 3.56451 0.63139 0.4 -0.6 1.1
H 5.64651 4.72756 -1.52068 -0.1 0.2 0.7
H 6.59856 3.22844 -1.52277 -1.4 -0.3 -2.1
H 7.30972 3.33224 0.23014 0.8 0.0 0.5
H 4.98143 1.26107 0.51108 -0.1 -0.5 0.5
C -1.66651 0.01992 2.20769 -1.4 -0.5 1.2
C -2.48851 -0.63095 3.35173 0.2 0.0 -0.4
O -3.66612 -1.19666 2.83558 -0.6 -0.2 -0.7
O -1.29284 -0.85763 1.14360 0.9 0.4 0.4
H -0.82685 0.44142 2.76032 0.6 -0.2 -0.7
H -2.25189 0.87502 1.86972 0.0 0.0 -0.3
H -2.77243 0.14447 4.06322 0.3 0.4 0.1
H -1.95905 -1.41323 3.89562 0.6 0.1 -0.1
H -4.11834 -1.64671 3.55291 -0.1 -0.1 -0.1
H -2.03359 -1.12938 0.59676 -0.3 0.2 0.5
C 1.92263 0.95421 0.30801 0.3 1.6 1.3
C 2.32364 0.51932 1.73341 0.9 -0.1 -0.8
O 3.75055 0.21120 1.83045 -1.2 0.9 0.2
O 1.75111 -0.00519 -0.65430 -0.4 -1.7 -0.6
H 2.64246 1.65747 -0.11076 0.2 0.1 0.4
H 0.97275 1.48456 0.37551 -0.1 0.4 0.4
H 1.73203 -0.29914 2.14357 -0.1 -0.4 -0.4
H 2.04950 1.35274 2.38021 0.7 0.2 0.1
H 3.92805 -0.61474 1.37447 -0.2 -0.5 -0.1
H 0.91747 -0.37439 -0.35376 -0.3 -0.9 -0.5
```
Forces are in eV/Å.

Calculated values
charge	+1
LUMO energy (spin up / spin down)	-3.033 / -8.034	eV
maximum force	4.322	eV Å⁻¹
orbital gap (spin up / spin down)	7.723 / 2.722	eV
E_HOMO (spin up / spin down)	-10.76 / -10.76	eV
molecular weight	585.78	g/mol
multiplicity	2